(1)
{
  "formula": "C2H2ClFOS",
  "method": "wB97M-V/def2-TZVPD",
  "relative_energy_kj_mol": 22.5,
  "smiles": "OC(=S)[C@@H](F)Cl",
  "spin_multiplicity": 1,
  "molar_mass_da": 128.6,
  "total_energy_ha": -1110.8720,
  "total_charge": 0,
  "lumo_energy_ev": -0.55,
  "gap_ev": 9.29,
  "symbols": ["O", "C", "S", "C", "F", "Cl", "H", "H"],
  "coordinates": [[-0.22, -0.12, 1.46], [-0.61, -0.12, 0.13], [-2.02, -0.43, -0.57], [0.62, 0.19, -0.67], [1.00, 1.51, -0.27], [1.93, -0.92, -0.26], [-1.04, -0.33, 1.95], [0.35, 0.23, -1.78]]
}


(2)
{
  "formula": "C10H15NO2",
  "method": "wB97M-V/def2-TZVPD",
  "relative_energy_kj_mol": 278.5,
  "smiles": "Cc1ccc(O)cc1.CCC(N)=O",
  "spin_multiplicity": 1,
  "molar_mass_da": 181.2,
  "total_energy_ha": -595.1996,
  "total_charge": 0,
  "lumo_energy_ev": 0.39,
  "gap_ev": 8.53,
  "symbols": ["C", "C", "C", "C", "C", "O", "C", "C", "H", "H", "H", "H", "H", "H", "H", "H", "C", "C", "C", "N", "O", "H", "H", "H", "H", "H", "H", "H"],
  "coordinates": [[-3.47, -0.06, 0.48], [-2.40, 0.30, -0.49], [-1.43, 1.38, -0.15], [-0.24, 1.43, -0.89], [-0.12, 0.58, -2.01], [1.04, 0.39, -2.67], [-1.16, -0.25, -2.49], [-2.31, -0.34, -1.73], [-3.38, 0.39, 1.45], [-3.85, -1.09, 0.42], [-4.55, 0.37, 0.24], [-1.60, 1.82, 0.72], [0.52, 2.13, -0.64], [1.81, 0.87, -2.09], [-0.94, -0.81, -3.38], [-3.26, -0.82, -2.06], [1.67, -2.30, 1.17], [0.91, -1.04, 1.36], [1.75, -0.03, 1.99], [2.97, 0.33, 1.45], [1.76, 0.30, 3.17], [2.76, -2.11, 1.35], [1.51, -2.80, 0.14], [1.27, -3.13, 1.72], [0.59, -0.44, 0.37], [0.00, -1.32, 1.86], [3.64, 0.91, 1.89], [3.11, 0.13, 0.46]]
}


(3)
{
  "formula": "C30H46N3O2P",
  "method": "wB97M-V/def2-TZVPD",
  "smiles": "NP(O)c1c(Cc2ccccc2)cc2nccnc2c1C[C@H]1CO1.CCCCCC.CCCCCC",
  "spin_multiplicity": 1,
  "molar_mass_da": 511.7,
  "total_energy_ha": -1826.8053,
  "total_charge": 0,
  "lumo_energy_ev": -0.41,
  "gap_ev": 8.10,
  "symbols": ["N", "P", "O", "C", "C", "C", "C", "C", "C", "C", "C", "C", "C", "C", "N", "C", "C", "N", "C", "C", "C", "C", "C", "O", "H", "H", "H", "H", "H", "H", "H", "H", "H", "H", "H", "H", "H", "H", "H", "H", "H", "H", "C", "C", "C", "C", "C", "C", "H", "H", "H", "H", "H", "H", "H", "H", "H", "H", "H", "H", "H", "H", "C", "C", "C", "C", "C", "C", "H", "H", "H", "H", "H", "H", "H", "H", "H", "H", "H", "H", "H", "H"],
  "coordinates": [[-0.43, -3.68, 1.17], [-2.09, -3.80, 0.78], [-2.06, -4.89, -0.50], [-2.59, -2.26, -0.11], [-1.80, -1.07, -0.31], [-0.42, -0.86, 0.28], [-0.47, -0.21, 1.65], [-0.97, -0.82, 2.80], [-1.01, -0.13, 4.00], [-0.56, 1.18, 4.10], [-0.07, 1.81, 2.96], [-0.03, 1.11, 1.76], [-2.31, -0.02, -1.03], [-3.61, -0.04, -1.58], [-4.04, 1.05, -2.27], [-5.27, 0.94, -2.70], [-6.09, -0.18, -2.47], [-5.67, -1.24, -1.83], [-4.39, -1.18, -1.36], [-3.88, -2.29, -0.63], [-4.85, -3.43, -0.42], [-5.74, -3.06, 0.75], [-5.79, -4.08, 1.86], [-5.07, -2.74, 1.90], [0.13, -3.65, 0.33], [-0.16, -4.53, 1.65], [-2.17, -4.43, -1.34], [0.21, -1.73, 0.24], [0.06, -0.12, -0.35], [-1.36, -1.82, 2.78], [-1.39, -0.61, 4.89], [-0.59, 1.75, 5.02], [0.29, 2.82, 2.96], [0.33, 1.60, 0.87], [-1.72, 0.87, -1.17], [-5.69, 1.78, -3.24], [-7.11, -0.18, -2.84], [-5.51, -3.54, -1.27], [-4.35, -4.36, -0.17], [-6.65, -2.53, 0.52], [-4.97, -4.77, 1.76], [-6.34, -3.93, 2.77], [3.91, 7.26, -0.41], [2.57, 7.65, 0.20], [2.31, 6.99, 1.56], [2.24, 5.47, 1.53], [1.19, 4.88, 0.60], [-0.24, 5.28, 0.97], [3.97, 6.19, -0.62], [4.06, 7.79, -1.36], [4.74, 7.53, 0.25], [1.76, 7.41, -0.49], [2.54, 8.73, 0.34], [1.38, 7.39, 1.98], [3.10, 7.29, 2.25], [2.05, 5.11, 2.55], [3.22, 5.06, 1.26], [1.27, 3.79, 0.62], [1.40, 5.18, -0.44], [-0.48, 4.96, 1.98], [-0.95, 4.80, 0.29], [-0.39, 6.36, 0.90], [4.62, -5.05, -3.42], [5.15, -4.01, -2.43], [4.46, -4.06, -1.07], [2.96, -3.76, -1.10], [2.59, -2.41, -1.70], [3.15, -1.22, -0.92], [3.57, -4.88, -3.65], [5.18, -5.00, -4.35], [4.73, -6.06, -3.02], [5.07, -3.02, -2.86], [6.22, -4.19, -2.27], [4.95, -3.36, -0.39], [4.60, -5.05, -0.63], [2.57, -3.81, -0.08], [2.44, -4.55, -1.66], [1.49, -2.33, -1.72], [2.91, -2.35, -2.74], [2.81, -1.24, 0.11], [2.82, -0.28, -1.37], [4.24, -1.22, -0.92]]
}


(4)
{
  "formula": "C45H41GaNO5PS2Te",
  "method": "wB97M-V/def2-TZVPD",
  "spin_multiplicity": 1,
  "molar_mass_da": 968.3,
  "total_energy_ha": -5501.0562,
  "total_charge": 0,
  "lumo_energy_ev": -0.32,
  "gap_ev": 7.48,
  "symbols": ["Ga", "C", "C", "C", "O", "C", "O", "O", "H", "H", "H", "H", "H", "H", "H", "C", "C", "C", "C", "C", "O", "C", "C", "C", "C", "C", "C", "C", "O", "C", "C", "C", "N", "C", "C", "Te", "C", "C", "C", "C", "C", "C", "C", "C", "C", "C", "C", "C", "H", "H", "H", "H", "H", "H", "H", "H", "H", "H", "H", "H", "H", "H", "H", "H", "H", "H", "H", "H", "H", "H", "H", "H", "S", "P", "S", "C", "C", "C", "C", "C", "C", "C", "C", "C", "C", "C", "C", "H", "H", "H", "H", "H", "H", "H", "H", "H", "H"],
  "coordinates": [[0.82, 0.75, -1.26], [0.94, 1.97, -5.04], [0.07, 1.34, -3.97], [-1.13, 0.62, -4.58], [0.89, 0.37, -3.25], [-0.46, 2.40, -2.98], [-1.02, 3.38, -3.41], [-0.30, 2.15, -1.70], [1.15, 1.24, -5.82], [1.89, 2.31, -4.63], [0.41, 2.82, -5.47], [-0.80, -0.17, -5.24], [-1.72, 1.34, -5.14], [-1.76, 0.19, -3.80], [0.52, -0.55, -3.32], [-0.31, -5.68, 1.69], [-0.26, -4.39, 0.93], [-0.33, -4.35, -0.45], [-0.29, -3.14, -1.17], [-0.35, -3.17, -2.65], [0.05, -2.27, -3.37], [-0.93, -4.38, -3.32], [-2.17, -4.89, -2.93], [-2.72, -5.96, -3.60], [-2.03, -6.55, -4.65], [-0.79, -6.05, -5.04], [-0.25, -4.96, -4.38], [-0.17, -1.94, -0.46], [-0.14, -0.78, -1.12], [-0.12, -1.96, 0.94], [-0.17, -3.17, 1.61], [-0.14, -0.63, 1.61], [0.88, 0.04, 1.99], [2.21, -0.56, 1.87], [2.59, -1.38, 3.09], [2.40, -0.37, 4.97], [0.35, -0.77, 5.25], [-0.57, 0.27, 5.27], [-1.91, 0.02, 5.48], [-2.35, -1.29, 5.66], [-1.44, -2.34, 5.63], [-0.09, -2.08, 5.44], [-1.49, -0.01, 1.71], [-1.63, 1.37, 1.62], [-2.89, 1.95, 1.66], [-4.02, 1.16, 1.81], [-3.88, -0.22, 1.91], [-2.63, -0.80, 1.84], [-0.10, -6.53, 1.04], [-1.30, -5.84, 2.13], [0.41, -5.70, 2.50], [-0.41, -5.28, -1.00], [-2.70, -4.43, -2.10], [-3.69, -6.35, -3.31], [-2.46, -7.40, -5.17], [-0.25, -6.51, -5.86], [0.70, -4.55, -4.69], [-0.15, -3.16, 2.70], [2.92, 0.25, 1.73], [2.28, -1.20, 0.98], [3.64, -1.68, 3.03], [1.99, -2.28, 3.17], [-0.23, 1.29, 5.09], [-2.62, 0.84, 5.48], [-3.41, -1.49, 5.82], [-1.78, -3.35, 5.78], [0.62, -2.90, 5.46], [-0.74, 1.98, 1.52], [-2.99, 3.02, 1.56], [-5.00, 1.61, 1.84], [-4.76, -0.85, 2.03], [-2.53, -1.88, 1.90], [4.76, 3.06, 1.19], [3.11, 3.08, 0.19], [2.91, 1.19, -0.72], [1.65, 3.49, 1.18], [1.64, 3.17, 2.53], [0.61, 3.61, 3.34], [-0.42, 4.37, 2.81], [-0.43, 4.67, 1.45], [0.60, 4.23, 0.63], [3.06, 4.31, -1.14], [2.69, 4.01, -2.44], [2.62, 5.01, -3.41], [2.95, 6.31, -3.07], [3.34, 6.62, -1.77], [3.40, 5.62, -0.81], [2.47, 2.61, 2.96], [0.61, 3.36, 4.40], [-1.22, 4.73, 3.45], [-1.23, 5.27, 1.03], [0.58, 4.47, -0.42], [2.44, 2.99, -2.70], [2.31, 4.76, -4.41], [2.90, 7.09, -3.81], [3.59, 7.63, -1.50], [3.70, 5.86, 0.20]]
}